A molecular structure, C49H102InO2S in a non-equilibrium geometry. Source: the OMol25 dataset; level of theory: ωB97M-V/def2-TZVPD.

```
155
Properties=species:S:1:pos:R:3:mulliken_charge:R:1
C -2.2233 3.6808 -2.7296 -0.631
C -3.1232 2.8184 -1.7679 0.131
C -4.6470 2.5137 -2.0151 -1.191
C -2.5569 2.3106 -0.5756 -0.790
C -1.6003 1.0459 -0.4770 0.307
C -0.5670 1.3590 0.6706 -0.027
C 0.1314 0.1202 1.3626 1.523
C -0.7797 -1.1429 1.5655 -0.314
C 0.8465 0.6429 2.6724 -0.796
C 0.0008 0.5651 3.9989 -1.175
In -1.2477 2.3726 4.4842 1.035
C -3.0344 1.5787 5.6674 -1.373
C -4.0543 0.8260 4.7483 0.178
C -3.8611 0.5872 3.3176 1.135
C -4.8622 -0.0908 2.4652 -0.383
C -6.1124 -0.5579 3.0465 0.780
C -7.1470 -1.2272 2.0641 -1.262
C -6.3296 -0.3806 4.4779 -0.571
C -5.3227 0.2967 5.3112 -0.527
S 0.0081 4.2051 5.6657 0.656
C -0.2181 5.7734 4.6926 -0.850
O -0.4386 4.3848 7.0712 -0.670
O 1.4821 3.8961 5.5373 -0.595
H -1.4811 3.0223 -3.2544 -0.103
H -2.8889 4.2729 -3.4062 0.345
H -1.6811 4.4191 -2.0778 0.329
H -5.1768 2.6582 -1.0252 0.355
H -5.0419 3.3129 -2.6969 0.342
H -4.7990 1.4719 -2.3826 0.208
H -2.7808 2.8179 0.4014 0.426
H -1.1015 0.8345 -1.4704 0.238
H -2.2896 0.1853 -0.2821 0.185
H 0.2387 2.0428 0.2749 -0.045
H -1.1159 1.9196 1.4696 -0.769
H 0.9618 -0.2025 0.6592 0.065
H -0.4233 -1.8219 2.3909 0.126
H -0.8473 -1.8039 0.6499 -0.307
H -1.8495 -0.8911 1.8276 -0.124
H 1.2487 1.6726 2.4507 0.158
H 1.7615 -0.0113 2.8218 0.249
H -0.6682 -0.3272 4.0924 0.278
H 0.7470 0.4775 4.8468 0.337
H -2.0043 3.1474 3.0281 -0.383
H -2.7082 0.9423 6.5392 0.306
H -3.5811 2.5000 6.0279 0.304
H -2.9338 0.9122 2.7937 -0.624
H -4.6297 -0.2206 1.3774 0.112
H -6.6825 -1.2529 1.0415 0.275
H -8.0177 -0.5193 2.0024 0.283
H -7.4937 -2.2278 2.4187 0.310
H -7.2754 -0.7588 4.9454 0.292
H -5.5517 0.4118 6.4020 0.303
H 0.2987 6.6444 5.1790 0.312
H -1.3205 5.9686 4.5448 0.288
H 0.1889 5.6298 3.6497 0.239
C -0.5641 -8.2968 0.6206 -1.069
C -0.3805 -8.0403 2.1117 -0.386
C -1.1852 -6.8445 2.6220 -0.948
C -0.8092 -5.4953 2.0042 -0.308
C 0.6550 -5.0887 2.1713 -0.072
C 1.0704 -4.9134 3.6270 -1.421
H -0.2124 -7.4554 0.0199 0.178
H 0.0036 -9.1797 0.3159 0.379
H -1.6159 -8.4742 0.3823 0.296
H 0.6824 -7.9099 2.3348 0.243
H -0.7016 -8.9323 2.6599 0.359
H -1.0799 -6.7892 3.7100 0.333
H -2.2492 -7.0260 2.4337 0.422
H -1.4445 -4.7230 2.4507 0.288
H -1.0525 -5.5027 0.9366 0.197
H 0.8113 -4.1396 1.6484 0.119
H 1.3130 -5.8169 1.6867 0.373
H 0.4559 -4.1552 4.1185 0.291
H 2.1124 -4.5900 3.6858 0.391
H 0.9814 -5.8462 4.1880 0.356
C -0.2136 3.0557 -8.7464 -1.108
C -1.5639 2.3653 -8.8982 -0.396
C -2.5987 2.8319 -7.8738 -0.933
C -2.2424 2.5472 -6.4124 -0.450
C -1.9881 1.0828 -6.0756 0.186
C -3.1974 0.1843 -6.2914 -1.113
H 0.2441 2.8394 -7.7789 0.215
H 0.4759 2.7123 -9.5216 0.382
H -0.3169 4.1393 -8.8438 0.292
H -1.4314 1.2809 -8.8421 0.231
H -1.9509 2.5754 -9.9008 0.373
H -3.5615 2.3682 -8.1114 0.324
H -2.7504 3.9109 -7.9884 0.436
H -3.0567 2.9182 -5.7807 0.217
H -1.3577 3.1280 -6.1332 0.354
H -1.6945 1.0202 -5.0225 -0.034
H -1.1413 0.7001 -6.6539 0.249
H -4.0453 0.5161 -5.6867 0.312
H -2.9525 -0.8388 -5.9962 0.125
H -3.5083 0.1648 -7.3382 0.324
C 7.5631 0.1738 3.3912 -1.080
C 7.3761 0.4092 4.8853 -0.290
C 6.3658 -0.5436 5.5246 -0.871
C 4.9358 -0.4310 4.9892 -0.703
C 4.3036 0.9563 5.1080 0.817
C 4.1547 1.4322 6.5478 -1.397
H 6.6382 0.3453 2.8369 0.177
H 8.3182 0.8563 2.9924 0.371
H 7.8970 -0.8487 3.1964 0.284
H 7.0857 1.4487 5.0607 0.233
H 8.3427 0.2726 5.3823 0.369
H 6.3639 -0.3786 6.6066 0.310
H 6.7092 -1.5747 5.3800 0.393
H 4.3096 -1.1530 5.5249 0.446
H 4.9149 -0.7384 3.9383 0.312
H 3.3106 0.9237 4.6494 -0.560
H 4.8803 1.6898 4.5362 0.189
H 3.5413 0.7368 7.1266 0.295
H 3.6677 2.4096 6.5726 0.361
H 5.1245 1.5309 7.0425 0.372
C 4.6143 3.4483 0.3942 -0.881
C 4.8265 3.1285 -1.0811 -0.342
C 4.4219 4.2727 -2.0121 -0.865
C 2.9406 4.6564 -1.9649 -0.941
C 1.9659 3.5223 -2.2802 0.873
C 2.1201 2.9685 -3.6917 -1.358
H 3.5613 3.6246 0.6224 0.215
H 4.9502 2.6139 1.0142 0.150
H 5.1828 4.3348 0.6864 0.311
H 4.2853 2.2139 -1.3408 0.226
H 5.8882 2.9124 -1.2408 0.402
H 4.6970 4.0052 -3.0377 0.299
H 5.0165 5.1592 -1.7649 0.419
H 2.7736 5.4754 -2.6736 0.432
H 2.7005 5.0618 -0.9773 0.330
H 0.9456 3.9016 -2.1653 -0.130
H 2.0743 2.7117 -1.5536 -0.097
H 1.9689 3.7542 -4.4370 0.291
H 1.3782 2.1862 -3.8734 0.316
H 3.1079 2.5303 -3.8486 0.371
C 0.6289 -2.6706 -1.9045 -0.696
C -0.7500 -2.9639 -2.4815 0.178
C -0.8489 -4.3387 -3.1501 -0.500
C 0.0653 -4.5382 -4.3611 -0.875
C -0.1355 -3.5217 -5.4796 -0.296
C -1.5284 -3.5646 -6.0936 -1.213
H 1.3975 -2.6493 -2.6807 0.422
H 0.6306 -1.6955 -1.4110 -0.031
H 0.9076 -3.4247 -1.1636 0.156
H -1.0297 -2.1745 -3.1858 -0.154
H -1.4821 -2.9228 -1.6682 0.337
H -1.8888 -4.5107 -3.4455 0.400
H -0.6168 -5.1128 -2.4101 0.029
H -0.0980 -5.5464 -4.7582 0.437
H 1.1115 -4.5102 -4.0410 0.293
H 0.5981 -3.7220 -6.2673 0.424
H 0.0743 -2.5114 -5.1161 0.144
H -1.7452 -4.5523 -6.5085 0.341
H -1.5980 -2.8357 -6.9051 0.384
H -2.2989 -3.3209 -5.3595 0.263
```

Values from the calculation:
Charge: -1
HOMO energy in eV: -4.79
Total energy in a.u.: -2666.8216